{
  "formula": "C29H22IrO3PS2Te",
  "method": "ωB97M-V with the def2-TZVPD basis set",
  "homo_energy_ha": [-0.382, -0.388],
  "s_squared": 0.767,
  "gap_ev": [4.49, 4.92],
  "charge": 1,
  "spin_multiplicity": 2,
  "e_lumo_ev": [-5.92, -5.64],
  "elements": ["Ir", "O", "C", "O", "C", "C", "C", "C", "C", "C", "S", "H", "H", "H", "H", "Te", "C", "C", "C", "C", "S", "H", "H", "H", "O", "P", "C", "C", "C", "C", "C", "C", "C", "C", "C", "C", "C", "C", "C", "C", "C", "C", "C", "C", "H", "H", "H", "H", "H", "H", "H", "H", "H", "H", "H", "H", "H", "H", "H"],
  "xyz": [[-1.2873, 0.0236, -0.6959], [-3.4943, 0.5186, 2.3153], [-3.3588, -0.1176, 1.3103], [-2.9478, 0.4795, 0.1676], [-3.7210, -1.5623, 1.2039], [-4.8456, -1.9838, 1.9026], [-5.2506, -3.3078, 1.8559], [-4.5117, -4.2323, 1.1315], [-3.3727, -3.8310, 0.4559], [-2.9722, -2.4954, 0.4789], [-1.4396, -2.1357, -0.3127], [-5.3958, -1.2553, 2.4827], [-6.1369, -3.6192, 2.3915], [-4.8165, -5.2695, 1.0999], [-2.7768, -4.5515, -0.0899], [-1.0615, 2.2800, -1.7539], [-2.9303, 2.9122, -2.2805], [-4.1438, 2.2740, -2.1487], [-5.2048, 3.0411, -2.6604], [-4.7890, 4.2482, -3.1621], [-3.1145, 4.4544, -3.0353], [-4.2527, 1.2907, -1.7014], [-6.2364, 2.7222, -2.6613], [-5.3980, 5.0189, -3.6072], [0.6668, -0.2430, -1.2590], [1.8640, -0.0215, -0.3167], [3.3050, 0.1778, -1.3552], [4.5769, 0.1270, -0.7850], [5.6925, 0.3143, -1.5812], [5.5410, 0.5435, -2.9439], [4.2769, 0.5864, -3.5129], [3.1530, 0.4054, -2.7197], [2.1279, -1.4117, 0.7650], [1.9602, -2.6875, 0.2209], [2.2079, -3.8050, 0.9970], [2.6309, -3.6545, 2.3124], [2.8122, -2.3896, 2.8513], [2.5642, -1.2641, 2.0798], [1.6210, 1.4515, 0.6592], [0.7271, 1.4277, 1.7319], [0.3892, 2.6021, 2.3795], [0.9509, 3.8038, 1.9665], [1.8551, 3.8322, 0.9118], [2.1901, 2.6576, 0.2533], [4.6953, -0.0653, 0.2753], [6.6807, 0.2751, -1.1433], [6.4155, 0.6835, -3.5653], [4.1648, 0.7576, -4.5750], [2.1625, 0.4303, -3.1552], [1.6323, -2.8015, -0.8057], [2.0748, -4.7932, 0.5780], [2.8250, -4.5297, 2.9183], [3.1461, -2.2769, 3.8739], [2.7091, -0.2786, 2.5045], [0.2872, 0.4923, 2.0586], [-0.3199, 2.5801, 3.1959], [0.6859, 4.7224, 2.4729], [2.2986, 4.7684, 0.6005], [2.8879, 2.6811, -0.5748]],
  "forces_ev_per_a": [[-0.2, 0.5, 0.1], [0.0, 0.0, 0.1], [0.0, -0.1, -0.1], [0.2, 0.1, -0.1], [0.0, 0.0, 0.1], [0.1, 0.0, 0.0], [0.0, 0.0, 0.0], [0.0, 0.0, 0.0], [0.0, 0.0, -0.1], [-0.1, 0.0, -0.3], [0.0, -0.2, 0.4], [0.0, 0.0, 0.0], [0.0, 0.0, 0.0], [0.0, 0.0, 0.0], [0.0, 0.0, 0.0], [0.0, -0.3, -0.3], [0.1, 0.2, 0.1], [0.0, -0.2, 0.2], [-0.1, 0.1, -0.1], [-0.1, -0.1, 0.0], [0.1, -0.1, 0.0], [0.0, 0.2, -0.1], [0.0, 0.0, 0.0], [0.0, 0.0, 0.0], [-0.2, 0.0, -0.1], [0.4, 0.0, 0.0], [-0.1, 0.0, 0.0], [0.0, 0.0, 0.0], [0.0, 0.0, 0.0], [0.0, 0.0, 0.0], [0.0, 0.0, 0.0], [0.0, 0.0, 0.0], [0.0, -0.1, 0.0], [0.0, 0.0, 0.0], [0.0, 0.0, 0.0], [0.0, 0.0, 0.0], [0.0, 0.0, 0.0], [0.0, 0.0, 0.0], [0.1, 0.1, 0.0], [-0.1, -0.1, 0.1], [0.0, 0.0, 0.0], [0.0, 0.0, 0.0], [-0.1, 0.0, 0.0], [0.0, 0.0, 0.0], [0.0, 0.0, 0.0], [0.0, 0.0, 0.0], [0.0, 0.0, 0.0], [0.0, 0.0, 0.0], [0.0, 0.0, 0.0], [0.0, 0.0, 0.0], [0.0, 0.0, 0.0], [0.0, 0.0, 0.0], [0.0, 0.0, 0.0], [0.0, 0.0, 0.0], [0.0, 0.0, 0.0], [0.0, 0.0, 0.0], [0.0, 0.0, 0.0], [0.0, 0.0, 0.0], [0.0, 0.0, 0.0]]
}

{
  "formula": "C29H23BrClF3N10O5STc",
  "method": "ωB97M-V with the def2-TZVPD basis set",
  "homo_energy_ha": [-0.306, -0.306],
  "s_squared": 3.776,
  "gap_ev": [7.93, 6.46],
  "charge": 0,
  "spin_multiplicity": 4,
  "e_lumo_ev": [-0.38, -1.86],
  "elements": ["Tc", "N", "C", "N", "N", "N", "N", "C", "N", "N", "N", "N", "H", "O", "C", "C", "C", "N", "C", "Br", "C", "H", "H", "H", "H", "O", "S", "C", "C", "C", "C", "C", "C", "C", "C", "C", "C", "C", "C", "H", "H", "H", "H", "H", "H", "H", "H", "H", "H", "C", "C", "C", "C", "Cl", "C", "C", "C", "O", "C", "C", "O", "O", "H", "H", "H", "H", "H", "H", "H", "H", "F", "C", "F", "F"],
  "xyz": [[-0.2120, -0.1759, 0.0964], [-2.6098, 2.2354, 0.8038], [-1.3740, 2.3539, 1.3684], [-0.9946, 3.3359, 2.1578], [0.2886, 3.0534, 2.4589], [0.6834, 1.9824, 1.9020], [-0.3606, 1.4812, 1.1767], [-2.9281, 1.2833, -0.1280], [-4.0940, 1.1670, -0.7235], [-3.9420, 0.1054, -1.5470], [-2.7718, -0.3866, -1.4691], [-2.0625, 0.3538, -0.5681], [-3.3071, 2.9191, 1.0476], [3.5942, 1.9407, -4.6422], [2.8622, 1.6419, -3.5558], [3.2802, 0.7571, -2.5666], [2.4333, 0.5097, -1.5120], [1.2299, 1.0850, -1.3527], [0.8759, 1.9573, -2.2943], [-0.7216, 2.9349, -2.0793], [1.6287, 2.2616, -3.4122], [4.4382, 1.4766, -4.6157], [4.2385, 0.2580, -2.6125], [2.7199, -0.2047, -0.7553], [1.2825, 2.9794, -4.1386], [0.0910, -1.3255, -1.8051], [-0.4948, -2.6083, -1.1912], [-1.5387, -3.3993, -2.3839], [-1.2389, -3.3194, -3.7365], [-2.0789, -3.9533, -4.6350], [-3.1902, -4.6486, -4.1758], [-3.4793, -4.7041, -2.8215], [-2.6538, -4.0644, -1.9079], [0.8517, -3.7407, -0.9977], [0.7446, -4.6792, 0.0149], [1.7960, -5.5616, 0.2113], [2.9297, -5.4788, -0.5847], [3.0251, -4.5147, -1.5794], [1.9804, -3.6324, -1.7932], [-0.3823, -2.7520, -4.0739], [-1.8728, -3.9007, -5.6954], [-3.8457, -5.1379, -4.8832], [-4.3592, -5.2261, -2.4726], [-2.8856, -4.0580, -0.8509], [-0.1305, -4.7081, 0.6516], [1.7365, -6.2991, 0.9998], [3.7523, -6.1597, -0.4159], [3.9229, -4.4435, -2.1782], [2.0453, -2.8517, -2.5397], [4.6274, -0.9999, 6.2134], [5.1040, -0.1122, 5.1045], [6.1500, 0.7800, 5.2881], [6.5599, 1.6049, 4.2535], [7.8641, 2.7256, 4.5245], [5.9539, 1.5528, 3.0131], [4.9178, 0.6549, 2.8119], [4.4906, -0.1580, 3.8522], [3.4707, -1.0650, 3.7066], [2.3822, -0.6767, 2.8998], [2.4829, -1.2208, 1.4837], [3.4145, -1.8334, 1.0352], [1.4122, -0.9471, 0.7333], [5.3021, -0.9420, 7.0656], [4.5617, -2.0377, 5.8877], [3.6297, -0.7072, 6.5450], [6.6446, 0.8398, 6.2478], [6.2919, 2.1971, 2.2147], [4.4547, 0.5765, 1.8382], [2.2765, 0.4079, 2.8429], [1.4731, -1.0697, 3.3538], [-1.9403, -0.3602, 2.4872], [-1.3320, -1.2038, 1.6278], [-0.5730, -2.0302, 2.3925], [-2.3210, -1.9895, 1.1357]],
  "forces_ev_per_a": [[-0.4, 0.8, -0.7], [0.0, 0.0, 0.0], [0.2, 0.0, 0.0], [-0.2, -0.2, -0.2], [0.1, 0.2, 0.2], [0.2, -0.2, -0.1], [-0.2, 0.3, 0.3], [0.0, 0.0, 0.0], [0.2, 0.0, 0.1], [-0.2, 0.0, -0.1], [0.2, -0.2, -0.1], [-0.1, 0.2, 0.1], [0.0, 0.0, 0.0], [0.0, 0.0, 0.0], [0.0, 0.0, 0.0], [-0.1, 0.1, 0.0], [0.2, -0.1, 0.0], [-0.1, -0.2, -0.2], [0.0, 0.3, 0.0], [0.0, 0.0, 0.0], [0.1, 0.0, 0.1], [0.0, 0.0, 0.0], [0.0, 0.0, 0.0], [0.0, 0.0, -0.1], [0.0, 0.0, 0.0], [-0.2, -0.2, 0.6], [-0.4, -0.5, 0.1], [0.3, 0.2, -0.3], [0.0, 0.0, 0.1], [0.0, 0.0, 0.0], [0.0, 0.0, 0.0], [0.0, 0.0, 0.0], [0.0, 0.0, 0.0], [0.1, 0.1, -0.2], [0.1, 0.0, 0.0], [0.0, 0.0, 0.0], [0.0, 0.0, 0.0], [0.0, 0.0, 0.0], [0.0, 0.0, 0.0], [0.0, 0.0, 0.0], [0.0, 0.0, 0.0], [0.0, 0.0, 0.0], [0.0, 0.0, 0.0], [0.0, 0.0, 0.0], [0.0, 0.0, 0.0], [0.0, 0.0, 0.0], [0.0, 0.0, 0.0], [0.0, 0.0, 0.0], [0.0, 0.0, 0.0], [0.0, -0.1, 0.1], [0.1, 0.0, -0.1], [0.0, 0.0, -0.1], [0.0, 0.0, 0.0], [0.0, 0.0, 0.0], [0.0, 0.0, 0.1], [-0.1, -0.1, 0.1], [0.0, -0.1, -0.1], [-0.1, 0.1, 0.1], [0.2, -0.1, -0.1], [-0.3, 0.0, 0.1], [0.1, 0.1, 0.0], [0.5, -0.2, 0.4], [0.0, 0.0, 0.0], [0.0, 0.0, 0.0], [0.0, 0.0, 0.0], [0.0, 0.0, 0.0], [0.0, 0.0, 0.0], [0.0, 0.0, 0.0], [0.0, 0.1, 0.0], [0.0, -0.1, 0.0], [0.1, 0.0, 0.0], [0.0, -0.1, 0.0], [0.1, 0.1, -0.1], [0.0, 0.0, 0.0]]
}

{
  "formula": "C29H23BrMnN6O2S2",
  "method": "ωB97M-V with the def2-TZVPD basis set",
  "homo_energy_ha": [-0.270, -0.250],
  "s_squared": 0.824,
  "gap_ev": [7.71, 7.14],
  "charge": 0,
  "spin_multiplicity": 2,
  "e_lumo_ev": [0.36, 0.34],
  "elements": ["Mn", "S", "C", "C", "C", "C", "C", "C", "N", "C", "C", "C", "C", "C", "C", "C", "H", "H", "H", "H", "H", "H", "H", "H", "S", "C", "N", "C", "C", "N", "H", "H", "H", "H", "H", "H", "N", "C", "N", "C", "C", "C", "C", "C", "C", "H", "H", "H", "H", "H", "H", "Br", "C", "C", "N", "C", "C", "C", "C", "O", "O", "H", "H", "H"],
  "xyz": [[-0.4735, -0.4746, -0.2735], [-3.6802, -1.8614, -3.1070], [-2.2308, -2.6903, -3.5930], [-2.0327, -3.6133, -4.6164], [-0.7665, -4.1405, -4.7834], [0.2928, -3.7662, -3.9475], [0.1034, -2.8529, -2.9296], [-1.1707, -2.3114, -2.7637], [-1.5111, -1.3748, -1.7987], [-2.7810, -1.0658, -1.8480], [-3.3060, -0.1219, -0.8675], [-4.6309, 0.3071, -0.8467], [-5.0191, 1.2143, 0.1241], [-4.0737, 1.6778, 1.0374], [-2.7575, 1.2342, 0.9909], [-2.3115, 0.2984, 0.0429], [-2.8466, -3.9152, -5.2622], [-0.5917, -4.8633, -5.5694], [1.2698, -4.2062, -4.0974], [0.9014, -2.5586, -2.2576], [-5.3555, -0.0512, -1.5703], [-6.0420, 1.5638, 0.1694], [-4.3775, 2.3991, 1.7880], [-2.0479, 1.6363, 1.7119], [-0.8386, -2.7425, 0.8647], [-0.6563, -2.0714, 2.4023], [0.3771, -2.2982, 3.2258], [0.4136, -1.3652, 4.3427], [-0.9365, -0.6255, 4.1916], [-1.5005, -1.2172, 2.9876], [1.1583, -2.8395, 2.9006], [1.2619, -0.6867, 4.2439], [0.4897, -1.8852, 5.2972], [-0.7960, 0.4487, 4.0671], [-1.5862, -0.7983, 5.0504], [-2.1817, -0.7462, 2.4087], [0.9562, 1.8195, -3.4528], [0.3365, 0.7725, -2.8561], [0.1232, 0.9658, -1.5816], [0.6338, 2.2389, -1.3112], [0.6386, 2.9812, -0.1299], [1.2000, 4.2403, -0.1717], [1.7434, 4.7664, -1.3555], [1.7294, 4.0512, -2.5342], [1.1591, 2.7830, -2.4843], [1.2089, 1.8695, -4.4226], [0.0681, -0.1170, -3.3999], [0.2202, 2.5679, 0.7756], [1.2185, 4.8426, 0.7269], [2.1765, 5.7578, -1.3423], [2.1366, 4.4620, -3.4484], [4.2094, 2.1694, 4.9845], [4.0956, 0.9926, 3.5146], [5.2042, 0.2466, 3.1374], [5.1945, -0.5966, 2.1100], [4.0594, -0.7266, 1.4270], [2.8978, -0.0316, 1.7447], [2.9149, 0.8581, 2.8093], [1.6435, -0.2487, 0.9465], [1.6824, -0.9373, -0.0945], [0.5655, 0.2831, 1.3515], [6.1325, 0.3398, 3.6893], [4.0564, -1.4111, 0.5887], [2.0294, 1.4246, 3.0638]],
  "forces_ev_per_a": [[-0.3, -0.3, 0.4], [0.1, 0.0, 0.0], [0.1, -0.1, -0.1], [-0.1, 0.0, 0.0], [0.1, 0.0, 0.0], [0.0, 0.0, 0.0], [0.0, 0.0, -0.1], [-0.1, 0.2, 0.2], [-0.2, -0.1, -0.1], [0.0, 0.1, 0.1], [0.2, -0.3, -0.2], [0.0, 0.1, 0.1], [0.0, 0.0, 0.0], [-0.1, 0.0, 0.0], [0.1, -0.1, 0.0], [-0.2, 0.1, -0.1], [0.0, 0.0, 0.0], [0.0, 0.0, 0.0], [0.0, 0.0, 0.0], [0.0, 0.0, 0.0], [0.0, 0.0, 0.0], [0.0, 0.0, 0.0], [0.0, 0.0, 0.0], [0.0, 0.0, 0.0], [-0.1, 0.1, 0.1], [0.1, 0.0, 0.0], [0.0, -0.1, -0.1], [0.0, 0.0, 0.0], [0.0, 0.0, 0.1], [0.0, 0.0, -0.1], [0.0, 0.0, 0.0], [0.0, 0.0, 0.0], [0.0, 0.0, 0.0], [0.0, 0.0, 0.0], [0.0, 0.0, 0.0], [0.0, 0.0, 0.0], [0.0, 0.0, 0.0], [0.0, 0.0, 0.1], [0.3, 0.4, -0.2], [-0.2, 0.0, 0.0], [0.0, 0.0, 0.0], [0.0, 0.0, 0.0], [0.0, 0.0, 0.0], [0.0, 0.0, 0.0], [0.0, 0.0, -0.1], [0.0, 0.0, 0.0], [0.0, -0.1, 0.0], [0.0, 0.0, 0.0], [0.0, 0.0, 0.0], [0.0, 0.0, 0.0], [0.0, 0.0, 0.0], [0.0, 0.0, 0.1], [0.0, -0.1, -0.2], [0.1, 0.0, 0.1], [-0.1, 0.0, 0.0], [0.0, 0.1, 0.1], [-0.2, -0.1, -0.1], [0.1, 0.0, 0.0], [0.3, 0.1, 0.0], [-0.1, 0.0, -0.1], [0.1, 0.0, -0.1], [0.0, 0.0, 0.0], [0.0, 0.0, 0.0], [0.0, 0.0, 0.0]]
}

{
  "formula": "C29H24BBaCl2F4IN4S",
  "method": "ωB97M-V with the def2-TZVPD basis set",
  "homo_energy_ha": -0.084,
  "gap_ev": 6.14,
  "charge": -2,
  "spin_multiplicity": 1,
  "e_lumo_ev": 3.85,
  "elements": ["Ba", "C", "C", "N", "N", "C", "N", "S", "C", "C", "C", "C", "C", "N", "H", "H", "H", "H", "H", "H", "H", "H", "H", "I", "C", "C", "C", "C", "C", "C", "C", "C", "C", "C", "H", "H", "H", "H", "H", "H", "F", "B", "F", "F", "F", "Cl", "C", "Cl", "H", "H", "C", "C", "C", "C", "C", "C", "C", "C", "C", "C", "H", "H", "H", "H", "H", "H", "H"],
  "xyz": [[0.9092, 0.5694, 0.2909], [-1.6053, -2.4545, -2.3323], [-1.9628, -1.3219, -1.4254], [-2.2038, -0.1221, -1.7979], [-2.2137, 0.1966, -3.1400], [-1.1068, 0.3569, -3.7669], [-1.2439, 0.6657, -5.1378], [0.5299, 0.2488, -3.1626], [-2.1592, -1.5573, 0.0520], [-2.6518, -0.5307, 0.8633], [-2.8724, -0.7807, 2.1994], [-2.5884, -2.0438, 2.7060], [-2.0884, -2.9933, 1.8350], [-1.8819, -2.7696, 0.5312], [-0.5256, -2.4682, -2.5014], [-2.0860, -2.3024, -3.2990], [-1.8988, -3.4086, -1.8968], [-2.1779, 0.9914, -5.3447], [-0.5191, 1.2885, -5.4586], [-2.8409, 0.4383, 0.4213], [-3.2448, 0.0061, 2.8455], [-2.7303, -2.2790, 3.7538], [-1.8344, -3.9879, 2.1932], [-0.5646, -0.4734, 3.7068], [-2.1716, 0.8722, 3.6816], [-2.9631, 0.8749, 4.7961], [-4.0853, 1.7389, 4.8449], [-4.3622, 2.5493, 3.7819], [-3.5404, 2.5458, 2.6225], [-3.8446, 3.3884, 1.5189], [-3.0587, 3.3577, 0.4043], [-1.9379, 2.4901, 0.3522], [-1.5522, 1.6526, 1.3794], [-2.3960, 1.6969, 2.5369], [-2.7403, 0.2221, 5.6301], [-4.7139, 1.7481, 5.7283], [-5.2228, 3.2116, 3.8022], [-4.7090, 4.0409, 1.5813], [-3.2902, 3.9954, -0.4430], [-1.3817, 2.4866, -0.5934], [2.5345, 1.9561, 0.8927], [3.6180, 2.6445, 1.6903], [4.8200, 2.3393, 1.0696], [3.5308, 2.1197, 2.9741], [3.3300, 4.0028, 1.6521], [0.9754, 4.9309, -4.2735], [1.7432, 3.7227, -3.1888], [1.5049, 4.0936, -1.4809], [2.8058, 3.7354, -3.3864], [1.2989, 2.7550, -3.3958], [5.9905, -2.0078, -2.1299], [5.3025, -0.7765, -1.9936], [4.0967, -0.7377, -1.3508], [3.4858, -1.9082, -0.8031], [2.2081, -1.8104, -0.1368], [1.6983, -3.0224, 0.2935], [2.3737, -4.2669, 0.1476], [3.5968, -4.3260, -0.4558], [4.1872, -3.1365, -0.9627], [5.4445, -3.1547, -1.6261], [6.9485, -2.0373, -2.6377], [5.7353, 0.1334, -2.3924], [3.5805, 0.2195, -1.2609], [0.7163, -3.0589, 0.7708], [1.9132, -5.1785, 0.5203], [4.1259, -5.2681, -0.5663], [5.9660, -4.1030, -1.7290]],
  "forces_ev_per_a": [[-2.5, -1.3, -1.2], [0.0, -0.1, 0.0], [-0.3, 0.2, 0.3], [0.1, 0.1, -0.1], [-0.2, -0.4, 0.3], [0.3, 0.3, 0.0], [0.1, -0.1, 0.1], [-0.1, 0.2, 0.1], [0.2, -0.3, -0.3], [-0.5, -0.4, -0.2], [-2.2, -2.0, -1.4], [-1.0, -0.8, -0.8], [-0.2, -0.1, -0.1], [0.1, 0.0, 0.1], [0.0, 0.0, 0.0], [0.0, 0.0, 0.0], [0.0, 0.1, 0.0], [0.0, 0.1, 0.0], [0.0, 0.0, 0.0], [-0.4, -0.7, 0.0], [-1.2, -1.9, -1.3], [-0.1, 0.0, -0.1], [0.0, 0.0, 0.0], [2.4, 1.4, 1.1], [1.4, 1.6, 1.6], [0.2, 0.5, 0.3], [0.0, -0.1, -0.1], [-0.1, -0.1, 0.1], [0.2, 0.0, -0.3], [-0.1, -0.2, 0.2], [0.3, -0.2, -0.1], [0.1, 0.6, -0.2], [0.5, 0.7, 0.7], [0.5, 1.8, 0.3], [0.0, 0.0, 0.0], [0.0, 0.0, 0.0], [0.0, 0.0, 0.0], [0.0, 0.0, 0.0], [0.0, 0.0, 0.0], [0.0, 0.1, 0.2], [2.2, 1.7, 0.9], [0.0, 0.0, 0.0], [-0.2, 0.1, 0.1], [0.0, 0.1, -0.2], [0.1, -0.2, 0.0], [0.1, -0.1, 0.2], [-0.1, 0.1, 0.0], [0.0, 0.0, 0.0], [0.1, 0.0, -0.1], [-0.1, -0.2, 0.0], [-0.1, 0.1, 0.0], [0.1, -0.2, 0.0], [-0.1, -0.1, 0.1], [0.0, 0.2, 0.0], [0.3, -0.4, 0.0], [0.1, -0.2, 0.1], [-0.1, 0.2, 0.0], [0.1, 0.1, -0.1], [0.0, -0.1, 0.0], [-0.1, 0.0, 0.1], [0.0, 0.0, 0.0], [0.0, 0.0, 0.0], [0.1, -0.2, 0.0], [0.1, 0.0, 0.0], [0.0, 0.0, 0.0], [0.0, 0.0, 0.0], [0.0, 0.0, 0.0]]
}

Which value of charge does entry 3 give? 0

Which value of charge does entry 2 give? 0